No. 1
Density functional theory data (the ωB97M-V functional and the def2-TZVPD basis) for C43H44N10O2S2Ti as an isolated structure.

The frontier orbital gap (spin up / spin down) is 5.5 / 6.3 eV. The charge is +1. Its expectation value of S² is 0.7621. Its spin multiplicity is 2.

Each line ends with the Mulliken spin population.
Cartesian coordinates (Å):
Ti: -0.33975 -0.02306 -0.14794  0.7932
O: 5.88679 -3.11180 1.80255  -0.0013
N: 5.38289 -2.39660 2.64794  0.0006
O: 5.85636 -2.20101 3.74672  -0.0015
C: 4.16599 -1.66871 2.29773  -0.0058
C: 3.92630 -0.53194 2.99716  0.0037
C: 2.83275 0.31409 2.68586  -0.0338
C: 2.56725 1.50244 3.38666  0.0664
C: 1.50539 2.27836 2.98688  -0.0245
C: 0.71523 1.87043 1.92044  0.1268
N: 0.92887 0.73862 1.24403  -0.0386
C: 1.98500 -0.02902 1.61819  0.0305
C: 2.22497 -1.23625 0.88889  0.0079
N: 1.36180 -1.50279 -0.11146  0.0146
C: 1.46194 -2.66059 -0.73629  0.0184
C: 2.41187 -3.61694 -0.40020  0.0060
C: 3.33921 -3.34047 0.57682  0.0026
C: 3.28896 -2.10202 1.24014  0.0030
H: 4.59978 -0.26125 3.79910  -0.0011
H: 3.19323 1.78142 4.22430  -0.0002
H: 1.27033 3.20125 3.49791  -0.0001
H: -0.12878 2.45601 1.58839  0.0211
H: 0.72689 -2.85460 -1.50728  -0.0002
H: 2.41685 -4.57145 -0.90766  0.0002
H: 4.08796 -4.06858 0.83558  -0.0004
S: -1.80659 -1.33950 -1.89744  -0.0202
C: -1.63850 -2.38845 -0.57384  0.0166
N: -0.96419 -1.96123 0.45953  -0.0377
C: -0.91878 -2.86614 1.49720  0.0149
C: -0.33908 -2.66878 2.74824  0.0113
C: -0.40161 -3.69369 3.67447  0.0029
C: -1.02558 -4.90436 3.37433  -0.0002
C: -1.61595 -5.10841 2.13785  0.0011
C: -1.56125 -4.07894 1.20975  -0.0055
S: -2.25524 -4.01646 -0.39482  0.0031
H: 0.12104 -1.71746 2.98447  0.0023
H: 0.02512 -3.54736 4.65854  0.0002
H: -1.05857 -5.69153 4.11535  0.0000
H: -2.11980 -6.03585 1.89909  -0.0002
C: 3.69303 1.64348 -0.86928  -0.0039
N: 3.61478 0.69245 -1.96163  0.0005
C: 4.73447 0.81285 -2.88450  0.0002
C: 2.44025 0.08331 -2.31946  -0.0034
N: 1.22755 0.54360 -2.01759  0.0211
C: 1.05731 1.92104 -2.19970  -0.0180
C: 1.79022 2.65747 -3.14371  0.0073
C: 1.63029 4.02308 -3.28734  -0.0012
C: 0.70957 4.69471 -2.49683  0.0010
C: -0.09532 3.96458 -1.64112  -0.0002
C: 0.02514 2.57736 -1.52485  0.0318
N: -0.94729 1.85070 -0.77546  0.0007
C: -2.20860 2.20827 -1.10181  0.0048
N: -3.13629 2.48507 -0.17626  0.0031
C: -2.80116 3.15137 1.06981  -0.0004
C: -4.52517 2.08851 -0.34100  -0.0007
N: -2.59195 2.33939 -2.38755  0.0033
C: -1.90149 1.68003 -3.48226  -0.0037
C: -3.57754 3.32125 -2.80737  0.0003
N: 2.55858 -1.06144 -3.02075  0.0033
C: 3.76832 -1.86300 -3.07610  0.0010
C: 1.49995 -1.49917 -3.92026  -0.0011
H: 3.70326 2.67492 -1.23222  -0.0002
H: 4.61647 1.46202 -0.31316  0.0008
H: 2.85074 1.52774 -0.20260  0.0064
H: 4.90154 1.87258 -3.09903  0.0001
H: 4.52806 0.30785 -3.82359  0.0000
H: 5.65212 0.40740 -2.45280  0.0000
H: 2.47921 2.13282 -3.79467  0.0005
H: 2.22138 4.55767 -4.01982  -0.0001
H: 0.59432 5.76763 -2.57470  0.0000
H: -0.86456 4.46533 -1.06260  0.0001
H: -1.90565 3.75735 0.93371  -0.0002
H: -2.64293 2.44857 1.88657  0.0020
H: -3.62476 3.82016 1.32585  0.0002
H: -4.64832 1.53512 -1.26818  0.0003
H: -5.18797 2.95749 -0.34313  -0.0001
H: -4.80418 1.43154 0.48195  0.0004
H: -1.39511 0.78635 -3.12721  -0.0003
H: -1.17212 2.34335 -3.95551  0.0001
H: -2.64468 1.38929 -4.22547  -0.0004
H: -3.88725 3.94133 -1.97138  0.0001
H: -4.45468 2.84055 -3.24525  -0.0001
H: -3.12382 3.96468 -3.56567  0.0002
H: 4.28927 -1.73993 -4.02875  -0.0001
H: 3.49752 -2.91472 -2.98010  -0.0007
H: 4.43888 -1.60532 -2.26038  0.0003
H: 1.79705 -1.33141 -4.96001  0.0004
H: 0.58245 -0.95961 -3.71010  -0.0013
H: 1.32150 -2.56819 -3.79935  -0.0003
C: -1.89301 0.14602 1.18746  -0.0674
C: -2.90532 -0.16974 1.79095  0.0401
C: -4.06820 -0.57195 2.52776  -0.0204
C: -4.46521 -1.91264 2.52225  0.0103
C: -5.60050 -2.31308 3.20704  -0.0058
C: -6.35797 -1.38530 3.90840  0.0100
C: -5.97097 -0.05327 3.92578  -0.0056
C: -4.83291 0.35193 3.24747  0.0072
H: -3.87878 -2.63953 1.97440  0.0014
H: -5.89744 -3.35386 3.19275  -0.0002
H: -7.24150 -1.70045 4.44792  0.0007
H: -6.55599 0.67839 4.46835  -0.0001
H: -4.52369 1.38864 3.28491  0.0001

Force components x, y, z for each atom (eV/Å):
Ti -0.533 -1.001 -2.038
O -0.227 0.014 -0.110
N 0.642 -0.213 0.183
O -0.156 -0.024 -0.005
C -0.609 0.684 0.136
C 0.500 -0.526 -0.003
C -0.549 0.213 -0.322
C -0.044 -0.104 -0.096
C 0.208 0.096 0.226
C -0.076 -0.202 -0.245
N 1.056 0.399 1.199
C 0.367 0.294 0.374
C 0.365 -0.333 -0.066
N 0.592 -0.008 0.392
C -0.117 0.032 -0.140
C 0.202 -0.022 0.109
C -0.042 0.073 -0.064
C -0.192 -0.030 -0.137
H 0.009 0.005 -0.016
H -0.004 0.046 -0.010
H -0.022 0.000 -0.026
H -0.062 -0.027 -0.008
H -0.022 0.038 -0.049
H -0.016 0.011 -0.014
H 0.086 -0.029 0.028
S 0.044 0.024 -0.259
C -0.058 -0.288 0.265
N -0.517 -0.869 0.106
C -0.054 -0.237 0.151
C 0.011 0.007 -0.130
C 0.060 0.069 0.096
C -0.053 -0.088 -0.080
C -0.007 0.020 0.016
C -0.021 0.073 -0.126
S 0.089 0.158 0.057
H -0.034 0.014 0.041
H 0.016 -0.015 -0.019
H -0.005 0.020 0.013
H 0.026 -0.017 0.054
C 0.022 0.019 0.010
N -0.111 -0.020 0.022
C 0.053 0.085 -0.081
C 0.002 0.152 -0.103
N 0.060 0.340 0.261
C 0.157 0.167 -0.156
C 0.006 -0.037 0.121
C 0.062 0.009 -0.041
C -0.040 0.091 -0.033
C -0.032 -0.120 0.003
C -0.043 0.307 -0.147
N 0.246 0.765 -0.238
C -0.285 0.049 -0.163
N 0.007 0.056 0.075
C 0.106 -0.025 0.093
C -0.076 -0.036 0.033
N 0.093 -0.127 -0.012
C 0.053 -0.016 -0.069
C 0.002 0.086 -0.111
N -0.049 -0.167 -0.104
C -0.024 -0.133 0.079
C -0.069 0.016 -0.125
H -0.018 -0.010 -0.041
H -0.018 -0.011 -0.008
H -0.147 -0.020 0.055
H -0.026 -0.001 -0.001
H 0.016 0.097 0.050
H -0.013 -0.019 -0.023
H 0.043 0.024 0.018
H -0.012 0.008 0.014
H -0.013 -0.015 0.007
H -0.007 0.012 -0.017
H -0.004 -0.034 -0.004
H -0.034 -0.070 -0.017
H 0.013 0.013 -0.021
H 0.012 -0.006 0.058
H 0.003 -0.025 -0.014
H 0.016 -0.027 0.096
H 0.048 0.118 -0.002
H -0.016 0.042 0.029
H 0.004 -0.034 0.011
H 0.033 -0.024 -0.023
H -0.011 0.018 0.029
H -0.002 -0.023 0.006
H 0.011 -0.049 0.034
H -0.032 -0.025 0.006
H -0.034 -0.026 -0.013
H 0.035 -0.003 0.021
H 0.032 -0.033 0.047
H -0.026 -0.003 0.078
C -0.986 0.102 0.597
C 0.220 0.339 0.271
C -0.080 -0.022 0.002
C -0.045 -0.025 -0.017
C -0.002 0.005 0.019
C -0.028 -0.011 0.038
C 0.024 0.052 0.011
C 0.022 -0.056 -0.026
H 0.019 0.029 -0.016
H 0.009 0.001 0.002
H -0.009 0.003 -0.027
H 0.003 -0.032 0.029
H 0.005 0.023 -0.053


No. 2
Density functional theory data (the ωB97M-V functional and the def2-TZVPD basis) for C43H45BrClN6PSbY as an isolated structure.

The frontier orbital gap is 8.1 eV. The charge is +4.

Each line ends with the Mulliken charge.
Cartesian coordinates (Å):
Y: 0.39866 1.39947 -0.06210  -0.6657
C: -2.63778 -0.00562 -1.15638  -1.1144
C: -2.98554 1.25126 -0.42525  0.8917
C: -4.31498 1.65893 -0.39310  -0.9352
C: -4.66178 2.81006 0.27340  -0.6346
C: -3.65756 3.53032 0.91318  -0.9616
C: -2.35362 3.08427 0.85001  0.1846
N: -2.00620 1.95442 0.17727  0.2730
Sb: -0.90186 4.31734 1.85484  1.2155
C: 0.01722 2.64477 2.88695  -0.0033
C: 0.15562 2.83318 4.24841  -0.8537
C: 0.70232 1.81837 5.03012  -0.6555
C: 1.08159 0.64142 4.42153  -1.0240
C: 0.90708 0.49618 3.05130  1.0839
C: 1.31829 -0.77709 2.37229  -1.3841
N: 0.38453 1.48059 2.30053  0.7511
C: 0.35253 4.58658 0.10289  -0.2418
C: 0.48685 5.91443 -0.24929  -0.8091
C: 1.31141 6.26065 -1.31875  -0.8257
C: 1.99398 5.26552 -1.98153  -1.0269
C: 1.81874 3.94032 -1.59769  0.8777
C: 2.55847 2.85789 -2.32608  -0.6984
N: 0.98747 3.60953 -0.59143  1.5792
H: -2.90768 0.06748 -2.21056  0.4964
H: -3.17105 -0.85834 -0.73496  0.6273
H: -1.57169 -0.23584 -1.11093  -0.6242
H: -5.05918 1.06396 -0.90500  0.5656
H: -5.68833 3.15047 0.30036  0.4725
H: -3.89854 4.43780 1.45104  0.5391
H: -0.14565 3.76702 4.70533  0.5159
H: 0.82992 1.95543 6.09572  0.4830
H: 1.51413 -0.16898 4.99275  0.5826
H: 2.39983 -0.91027 2.42368  0.3781
H: 1.03463 -0.82208 1.31350  0.0446
H: 0.85348 -1.63988 2.84917  0.6173
H: -0.02608 6.68841 0.30746  0.5205
H: 1.42489 7.29671 -1.61004  0.4815
H: 2.66491 5.49774 -2.79747  0.6110
H: 3.63452 3.03196 -2.26391  0.5845
H: 2.28805 2.85385 -3.38235  0.4641
H: 2.38414 1.85453 -1.92792  -0.4675
Cl: -0.58802 2.03820 -2.73694  -0.0563
C: -0.66290 0.68631 -3.88055  1.4835
C: -1.31226 0.96326 -5.06979  -0.6096
C: -1.41665 -0.04549 -6.01592  -0.7699
C: -0.87755 -1.29744 -5.75473  -0.8498
C: -0.23029 -1.53925 -4.55561  -0.8062
C: -0.10678 -0.54896 -3.57642  -0.5595
P: 0.84382 -0.88591 -2.04952  2.6498
C: 2.51465 -1.18699 -2.70589  0.9441
C: 2.96551 -0.41956 -3.78088  -0.8229
C: 4.24782 -0.59944 -4.27804  -0.8506
C: 5.08554 -1.55051 -3.71163  -0.7129
C: 4.64143 -2.31873 -2.64288  -0.8351
C: 3.36483 -2.13419 -2.13282  -0.7195
C: 0.28832 -2.50700 -1.43975  0.8193
C: 0.62325 -3.69668 -2.09246  -0.5913
C: 0.17011 -4.91392 -1.61238  -1.0127
C: -0.61202 -4.96712 -0.46641  -0.8194
C: -0.93484 -3.79701 0.20326  -1.4794
C: -0.48564 -2.57837 -0.28248  -0.4718
H: -1.72388 1.94549 -5.25494  0.5918
H: -1.91665 0.15155 -6.95413  0.4463
H: -0.95418 -2.08590 -6.49026  0.4836
H: 0.19415 -2.51730 -4.38383  0.3584
H: 2.30755 0.29616 -4.26016  0.4568
H: 4.58431 -0.01515 -5.12361  0.5067
H: 6.07719 -1.70650 -4.11450  0.4874
H: 5.28453 -3.07759 -2.21699  0.5491
H: 3.02943 -2.75209 -1.30791  0.4914
H: 1.26772 -3.68649 -2.96098  0.4168
H: 0.43689 -5.82541 -2.12932  0.4809
H: -0.95742 -5.92217 -0.09512  0.4213
H: -1.53216 -3.82552 1.10462  0.6686
H: -0.76293 -1.67724 0.25782  0.8559
Br: 3.02530 3.86668 1.97210  0.0489
C: 3.72576 2.28545 1.22091  -0.0218
C: 5.09191 2.10073 1.38242  -0.8874
C: 5.67527 0.95510 0.87208  -0.6250
C: 4.86346 0.03043 0.22966  -1.1054
C: 3.52002 0.30688 0.12245  -0.2873
N: 2.92205 1.42381 0.58822  0.7329
H: 5.67522 2.84732 1.90068  0.5261
H: 6.73878 0.78861 0.97995  0.4891
H: 5.25740 -0.88487 -0.18708  0.5910
H: 2.87435 -0.40645 -0.37038  0.4701
N: -6.46497 -4.46977 6.37761  -0.3293
C: -5.49077 -4.43708 5.21653  -0.4642
C: -4.95444 -3.02090 4.98448  -0.8171
N: -4.03831 -2.91221 3.86150  -0.4909
H: -6.80677 -5.41937 6.55104  0.3710
H: -7.28306 -3.88061 6.20127  0.3494
H: -6.03122 -4.14066 7.24432  0.3491
H: -6.03299 -4.81220 4.34975  0.3528
H: -4.69545 -5.13843 5.46451  0.3564
H: -4.44083 -2.67361 5.88438  0.4252
H: -5.79139 -2.33893 4.81452  0.4331
H: -4.48070 -3.16971 2.98761  0.2449
H: -3.22722 -3.50604 3.98567  0.2286

Force components x, y, z for each atom (eV/Å):
Y 0.456 0.429 -0.201
C 0.029 -0.010 0.009
C 0.046 0.027 0.023
C 0.018 -0.043 -0.040
C -0.017 0.050 0.028
C -0.002 0.005 -0.003
C 0.044 -0.031 -0.055
N -0.081 -0.026 0.087
Sb -0.065 -0.018 -0.017
C -0.025 -0.039 -0.010
C 0.030 -0.005 0.020
C -0.035 0.068 -0.030
C 0.022 -0.042 -0.023
C 0.016 -0.017 -0.026
C 0.023 0.015 0.002
N -0.122 -0.044 0.100
C -0.023 0.043 -0.056
C 0.058 -0.014 0.028
C -0.014 0.019 0.009
C 0.038 -0.017 0.035
C -0.053 -0.035 -0.026
C 0.035 -0.016 0.009
N -0.084 0.018 -0.020
H -0.010 -0.009 0.001
H 0.004 -0.011 -0.001
H -0.035 0.009 -0.025
H -0.009 -0.008 -0.004
H -0.013 0.001 0.001
H 0.005 0.007 0.003
H 0.007 0.003 0.004
H -0.001 0.001 0.014
H 0.001 -0.007 0.003
H -0.013 -0.017 0.016
H -0.005 0.005 0.010
H -0.005 -0.009 -0.002
H -0.001 -0.006 0.006
H 0.003 0.006 -0.003
H 0.010 -0.001 -0.009
H 0.001 0.005 0.007
H 0.002 0.003 -0.002
H -0.050 0.032 -0.034
Cl 0.074 -0.055 0.027
C -0.065 0.037 0.000
C 0.007 -0.038 -0.009
C 0.007 0.012 0.030
C 0.000 0.012 -0.002
C -0.006 -0.015 0.011
C -0.007 0.027 0.015
P -0.072 -0.144 -0.079
C -0.018 0.082 -0.065
C 0.010 -0.001 0.008
C 0.004 -0.011 0.014
C 0.004 -0.005 -0.001
C 0.000 0.010 0.001
C 0.008 -0.006 -0.001
C 0.020 0.000 0.039
C 0.017 -0.010 -0.006
C 0.003 -0.012 -0.001
C -0.008 -0.002 0.009
C 0.017 0.039 -0.008
C -0.031 0.024 0.024
H -0.006 0.013 -0.005
H -0.006 0.006 -0.009
H -0.001 -0.007 -0.009
H 0.009 -0.019 0.013
H 0.000 0.001 0.001
H 0.005 0.006 -0.009
H 0.003 0.000 -0.002
H 0.010 -0.010 0.003
H -0.003 0.002 0.005
H -0.009 0.012 -0.021
H 0.001 -0.012 -0.006
H -0.004 -0.010 0.005
H -0.012 -0.034 0.007
H 0.023 -0.017 -0.012
Br -0.015 -0.002 0.008
C 0.071 0.037 -0.024
C -0.018 -0.056 -0.041
C -0.037 0.032 0.014
C -0.009 0.020 0.000
C -0.029 -0.037 -0.029
N -0.003 -0.062 0.103
H 0.004 0.010 0.007
H 0.007 0.001 0.003
H 0.001 -0.003 -0.003
H 0.028 0.010 0.014
N 0.004 -0.008 -0.003
C -0.032 -0.024 0.025
C -0.030 0.024 -0.001
N -0.077 -0.184 0.095
H 0.000 0.009 -0.003
H 0.010 -0.002 0.003
H -0.004 -0.005 -0.008
H 0.004 0.007 0.009
H 0.001 0.012 -0.009
H -0.003 -0.004 0.003
H 0.002 0.002 -0.003
H -0.046 0.011 0.016
H 0.006 0.010 0.029


E_tot in eV, matching the order above: -109081.349; -153666.380
Relative energy (zero: lowest compared OMol25 entry of this formula, charge and spin) in kcal/mol, matching the order above: 22.28; 0.00